No. 1
The following is a DFT calculation (ωB97M-V/def2-TZVPD) of one molecule with the formula C4H5NO2.

Geometry as XYZ:
```
12
Properties=species:S:1:pos:R:3
O -2.4320 -0.9105 0.0602
O -0.6275 1.7009 1.1904
N -0.1833 -0.6849 -0.3780
C -1.3577 -1.5001 0.0641
C 1.0827 -0.5576 0.2365
C -0.1364 1.6998 0.1438
C 0.3813 0.5560 -0.6124
H 1.0182 0.8210 -1.6459
H 1.4432 -0.2321 1.3253
H 2.0706 -0.9432 -0.3498
H -1.2746 -2.4527 0.5370
H 0.0154 2.5034 -0.5712
```

## Properties
ΔE to the lowest compared entry with this formula, charge and spin, kJ/mol: 413.6
Total energy, Ha: -360.5119
LUMO level, eV: 0.6
Structure (SMILES): O=C[C@H]1CN1C=O

No. 2
The following is a DFT calculation (ωB97M-V/def2-TZVPD) of an isolated ion of composition C2H7N4O3 and charge +1.

Geometry as XYZ:
```
16
Properties=species:S:1:pos:R:3
O 0.6468 -0.6905 -0.6886
O 0.9173 0.1693 1.3456
O -2.4024 0.5783 0.4280
N -0.9631 1.5878 -0.9119
N -1.0462 -1.5668 0.6237
N -0.6744 -0.6966 -0.3886
N 2.7287 0.1187 -0.0728
C 1.4672 -0.1978 0.3478
C -1.3119 0.5696 -0.2308
H -0.9680 -2.4794 0.2891
H 3.1976 -0.3303 -0.8909
H -2.5194 -0.1671 0.9451
H -0.3614 1.3535 -1.6507
H 3.1412 0.6689 0.6071
H -0.3562 -1.3476 1.2989
H -1.4957 2.4299 -1.0509
```

## Properties
ΔE to the lowest compared entry with this formula, charge and spin, kJ/mol: 0.0
Charge: +1
Total energy, Ha: -524.8632
LUMO level, eV: -3.4
Structure (SMILES): NC(=O)O/[N+](N)=C(\N)O

No. 3
The following is a DFT calculation (ωB97M-V/def2-TZVPD) of a 2-piece molecular cluster, C5H14OS overall.

Geometry as XYZ:
```
21
Properties=species:S:1:pos:R:3
S 2.7427 2.1881 1.5725
O -0.4900 -1.2245 -2.4532
C 1.8228 2.5728 0.0354
C -2.1335 -0.7677 -0.7962
C 2.5078 0.3766 1.5501
C -2.5468 -0.8231 0.6747
C -0.8059 -1.4030 -1.0957
H -2.6183 -1.8781 0.9876
H -0.8243 -2.4862 -0.8237
H 2.4852 2.4871 -0.8916
H 1.4216 3.6256 0.0720
H 1.5102 0.0672 1.9299
H -3.5363 -0.3839 0.8398
H 0.3680 -1.6468 -2.5391
H 2.7061 -0.0406 0.5363
H 0.9219 1.8964 -0.1279
H 3.2546 -0.1071 2.2227
H -2.8415 -1.3383 -1.4136
H -0.0181 -0.9888 -0.4126
H -1.7874 -0.3648 1.3143
H -2.1386 0.2392 -1.1816
```

## Properties
ΔE to the lowest compared entry with this formula, charge and spin, kJ/mol: 63.9
Total energy, Ha: -672.2954
LUMO level, eV: 0.8
Structure (SMILES): CCCO.CSC

No. 4
The following is a DFT calculation (ωB97M-V/def2-TZVPD) of a 2-piece molecular cluster, C4H15N2 overall.

Geometry as XYZ:
```
21
Properties=species:S:1:pos:R:3
N -1.0224 -1.2505 -0.5379
N -1.3689 0.7571 1.0930
C 0.5817 2.0283 0.1230
C 0.2250 -1.3266 -1.4179
C -0.1036 1.5312 1.3592
C 1.4065 -1.7760 -0.5667
H 0.0457 -2.0059 -2.2870
H 0.3458 -0.3265 -1.8294
H -2.0695 1.4570 0.8513
H -0.9861 -0.2610 0.0966
H 1.0346 1.2422 -0.4648
H 1.5844 -1.1663 0.3628
H -0.1048 2.5889 -0.5060
H -1.8876 -1.1627 -1.1192
H 2.2758 -1.6919 -1.2330
H -1.0993 -2.1363 -0.0623
H -0.3402 2.3515 2.0923
H 1.3000 -2.8369 -0.2638
H 1.3218 2.7061 0.4444
H 0.5771 0.7539 1.8408
H -1.7160 0.5242 2.0245
```

## Properties
ΔE to the lowest compared entry with this formula, charge and spin, kJ/mol: 53.3
Charge: +1
Total energy, Ha: -270.6658
LUMO level, eV: -2.9

No. 5
The following is a DFT calculation (ωB97M-V/def2-TZVPD) of a 2-piece molecular cluster, C4H14N2O2 overall.

Geometry as XYZ:
```
22
Properties=species:S:1:pos:R:3
O -3.4698 -0.7181 1.8198
O 0.0931 2.7690 -1.2242
N -0.0010 -0.2926 0.2732
N 0.2577 -2.8096 0.0880
C 0.9029 0.5817 -0.5437
C 2.3947 0.2396 -0.3222
C 0.6322 2.0281 -0.0739
C -0.3207 -1.5587 -0.3701
H -1.4013 -1.7349 -0.2016
H 0.2669 -0.2959 1.2504
H -0.3141 -1.4217 -1.4501
H 0.6220 0.2788 -1.5443
H 3.0555 1.0110 -0.7161
H 2.6012 0.0444 0.7361
H 2.6479 -0.7046 -0.8150
H 0.5103 -2.8567 1.0700
H 1.5717 2.5846 0.0307
H 1.1244 -3.0342 -0.3890
H 0.0236 2.1690 0.8142
H -0.8078 2.4574 -1.2904
H -3.7142 0.1243 1.4032
H -2.5780 -0.8447 1.4733
```

## Properties
ΔE to the lowest compared entry with this formula, charge and spin, kJ/mol: 164.9
Total energy, Ha: -420.7423
LUMO level, eV: 0.7
Structure (SMILES): C[C@H](CO)NCN.O

No. 6
The following is a DFT calculation (ωB97M-V/def2-TZVPD) of C24H29N5O9P3PbS2 as an isolated structure.

Geometry as XYZ:
```
73
Properties=species:S:1:pos:R:3
Pb 0.1216 0.4773 -0.4872
S -2.6350 1.5085 -1.7306
S -1.3141 4.3058 -0.3629
P -2.8802 3.1922 -0.6697
P -0.3898 -0.3971 3.5324
P 2.3800 -0.9224 2.3994
O 1.7640 -1.2688 4.9521
O -4.0445 4.0816 -1.3503
O -1.0878 0.2871 4.6456
O -3.6559 2.8183 0.6937
O -0.5281 0.0264 2.1017
O 2.0993 -2.4709 2.2586
O -0.6952 -1.9985 3.6639
O 2.2313 -0.1262 1.1583
O 3.9024 -0.8702 2.9326
N 0.8019 -3.0571 -0.0701
N 1.5376 -1.1691 -1.4770
N 3.1279 0.1688 -2.8178
N 1.1120 1.4580 -2.7655
N -1.1485 -1.6866 -0.3275
C -0.4955 -2.7855 0.1322
C -2.9857 1.9765 1.6522
C 1.0313 3.4857 -4.0574
C 3.6332 -1.9918 -1.9197
C 4.9422 -2.2190 -2.3436
C -2.5468 -3.5817 1.1637
C -3.8330 1.8860 2.8964
C 4.8789 -4.3441 -1.1660
C -2.4620 -1.5567 -0.0676
C 1.6544 -2.3898 -0.8767
C 0.4690 2.5421 -3.2290
C -5.4114 3.3861 -3.2196
C 2.9584 -2.9350 -1.1360
C 3.0470 2.2108 -3.9698
C 1.8711 1.0247 4.2536
C 3.5823 -4.1256 -0.7503
C -5.2864 3.4750 -1.7128
C 2.3952 1.2487 -3.1471
C 1.4411 -0.3851 3.8724
C 2.3725 3.3108 -4.4199
C -3.2104 -2.4610 0.6439
C 5.5575 -3.3949 -1.9626
C 2.7266 -0.8803 -2.1173
C -1.2141 -3.7423 0.9146
H -3.0789 -4.3102 1.7651
H 1.1810 -2.0336 4.8507
H -5.3749 2.4898 -1.2517
H -2.8285 0.9888 1.2169
H 6.5774 -3.5958 -2.2718
H -0.5535 2.6516 -2.8910
H -2.0061 2.4044 1.8740
H -3.3532 1.2056 3.6020
H 3.0543 -4.8432 -0.1341
H 5.4493 -1.4782 -2.9496
H -4.8289 1.5089 2.6512
H 5.3911 -5.2549 -0.8762
H 1.6652 -2.7529 1.4023
H -5.3526 4.3806 -3.6660
H -0.6567 -4.5937 1.2825
H 1.2293 1.3800 5.0589
H 4.4748 -0.7221 2.1685
H -2.9175 -0.6480 -0.4435
H -4.6073 2.7721 -3.6227
H 2.9125 1.0201 4.5798
H -0.7232 -2.4156 2.7909
H 1.7678 1.6938 3.3979
H -3.9407 2.8671 3.3632
H -6.3714 2.9373 -3.4892
H 2.8749 4.0393 -5.0479
H -4.2600 -2.2772 0.8226
H -6.0703 4.1141 -1.2978
H 0.4507 4.3406 -4.3744
H 4.0810 2.0205 -4.2235
```

## Properties
Multiplicity: 2
ΔE to the lowest compared entry with this formula, charge and spin, kJ/mol: 14.6
Charge: -2
Total energy, Ha: -3896.7081
LUMO level (alpha / beta), eV: 4.6 / 4.3

No. 7
The following is a DFT calculation (ωB97M-V/def2-TZVPD) of C48H54I2MgN4OTe as an isolated structure.

Geometry as XYZ:
```
111
Properties=species:S:1:pos:R:3
I -1.2661 -4.1269 -3.0833
I -3.9229 -7.1443 1.3349
Te -0.5803 2.6343 -2.9184
Mg -0.0272 -0.4737 -0.4173
O -0.4498 -2.3437 -0.6361
N 0.1879 0.2971 -2.1881
N -0.7105 -2.7228 2.0769
N 1.7300 -0.4192 0.7753
N -1.1131 0.6985 0.8982
C -1.1209 -3.3392 -0.2027
C 1.5994 -0.1020 2.0118
C -1.2630 4.7046 -3.4810
C 3.4653 2.8786 0.7876
C 2.6064 -1.2679 -4.5627
C -3.6009 -1.1026 0.5814
C -0.3940 0.4850 5.0696
C -0.8769 0.5794 2.2268
C 5.0041 0.5666 -0.6522
C -1.8851 0.8832 3.2067
C -2.6966 -5.5396 0.7434
C -0.9000 -2.8536 3.3629
C 5.7469 -0.5946 -0.5439
C 3.1003 -0.5312 0.3273
C 0.1831 4.5779 0.6964
C -1.6626 0.8169 4.5552
C 3.6814 0.6186 -0.2271
C -0.5468 3.5083 1.5189
C -4.1652 2.3884 -0.4925
C -3.7737 -0.0464 -0.5053
C -2.1986 1.9598 -4.1447
C -0.8171 4.0466 2.9288
C -1.3201 -3.5856 1.2276
C 5.1610 -1.7170 0.0160
C 0.4025 -1.5343 -5.4380
C 3.3316 -3.0446 1.0311
C -2.3160 -4.7545 3.0937
C -2.1072 1.6773 0.5482
C 2.9362 1.9445 -0.3085
C -2.1318 -4.6576 1.6971
C -2.7497 4.0205 0.4911
C -1.6632 -4.3159 -1.0514
C -1.8348 3.0374 0.8429
C 2.0917 -0.6529 -3.4313
C 0.6816 -0.3811 -3.2404
C 3.0231 2.5828 -1.6943
C 2.7285 -2.9840 2.4398
C 2.3752 -3.7413 0.0588
C -1.7145 -3.8600 3.9216
C -3.9105 3.7125 -0.1946
C 0.3975 0.1932 2.7713
C 1.7828 -1.7083 -5.6039
C -3.3062 1.3549 -0.1132
C -2.4509 -5.3823 -0.5923
C -0.1256 -0.9270 -4.3116
C 3.8403 -1.7191 0.4664
C 0.5981 0.2004 4.1649
C -3.1654 -0.4861 -1.8486
H 2.8661 -3.9384 -0.8977
H -3.5342 -1.4779 -2.1336
H -0.4774 5.4218 -3.2092
H 2.1936 -2.1730 -6.4932
H -5.0703 2.1267 -1.0324
H -4.5947 4.4933 -0.5068
H 2.6874 -3.9940 2.8580
H 2.6021 3.5923 -1.6684
H 1.8799 1.7550 -0.1247
H -4.0105 -2.0604 0.2412
H 1.5020 -3.1226 -0.1434
H 3.3353 -2.3657 3.1094
H -1.8559 -3.9088 4.9944
H -2.9393 -5.5450 3.4916
H -3.1462 2.0892 -3.6157
H 1.7094 -2.5989 2.4241
H 2.9501 3.8411 0.7530
H -4.1263 -0.8155 1.4976
H -1.4583 4.9342 2.8831
H 5.4549 1.4529 -1.0818
H -2.1846 4.9766 -2.9484
H -0.4300 5.4744 0.5650
H -1.3086 3.3003 3.5552
H 2.5133 -0.0412 2.6081
H -1.4376 4.7767 -4.5625
H 6.7724 -0.6288 -0.8950
H -4.8492 0.0486 -0.6642
H -2.5294 5.0577 0.7247
H 4.5373 3.0604 0.6557
H -0.4006 -2.1330 4.0053
H 2.0291 -4.6938 0.4763
H 5.7368 -2.6328 0.1065
H -1.2025 -0.8745 -4.1837
H 0.1237 4.3321 3.4126
H -2.0720 -0.5129 -1.8335
H 0.1304 2.6605 1.6069
H 2.4424 1.9969 -2.4108
H 1.1044 4.8766 1.2057
H 0.4376 4.2010 -0.2948
H -0.2040 0.4618 6.1351
H -3.4342 0.2253 -2.6345
H 3.3195 2.4472 1.7842
H 4.2260 -3.6656 1.1084
H -2.5544 -1.2480 0.8295
H -0.2768 -1.9067 -6.2045
H 4.0551 2.6586 -2.0518
H 1.5919 -0.0505 4.5273
H 2.7677 -0.3535 -2.6354
H -2.4787 1.0362 5.2362
H -2.0427 0.9126 -4.3927
H -2.8618 1.1622 2.8357
H -2.8627 -6.0813 -1.3072
H 3.6818 -1.4155 -4.6365
H -2.1954 2.5582 -5.0574
```

## Properties
ΔE to the lowest compared entry with this formula, charge and spin, kJ/mol: 58.4
Charge: -2
Total energy, Ha: -3219.3797
LUMO level, eV: 3.3

No. 8
The following is a DFT calculation (ωB97M-V/def2-TZVPD) of C5H7NO as an isolated structure.

Geometry as XYZ:
```
14
Properties=species:S:1:pos:R:3
O 0.8555 -1.0660 0.8848
N 1.2722 -1.3293 -1.3559
C 0.5115 -0.9097 -0.4454
C -1.8285 0.0892 0.1021
C 1.2859 0.2952 0.9843
C -0.4429 0.2749 -0.5108
C 0.4794 1.1439 0.3425
H 2.3136 0.3427 1.3167
H 0.5158 2.2272 0.3470
H -1.7341 -0.2103 1.1506
H -0.4796 0.6096 -1.5519
H -2.4084 -0.6691 -0.4315
H 2.0418 -1.8327 -0.9036
H -2.3823 1.0345 0.0711
```

## Properties
ΔE to the lowest compared entry with this formula, charge and spin, kJ/mol: 224.2
Total energy, Ha: -324.6391
LUMO level, eV: 1.0

No. 9
The following is a DFT calculation (ωB97M-V/def2-TZVPD) of C7H14N2OPPd as an isolated structure.

Geometry as XYZ:
```
26
Properties=species:S:1:pos:R:3
Pd -0.3296 -1.1363 -0.3096
P 0.4137 -3.2093 -0.1529
O 0.5741 0.5502 0.7567
N 1.2456 1.3058 2.7829
N -0.2838 -0.4264 2.6463
C -1.9728 1.3890 -2.1352
C -0.9489 1.3825 -3.1607
C -1.0735 -0.8013 -2.2811
C 2.1942 2.2397 2.2216
C -0.4425 0.0848 -3.3004
C 0.5080 0.4710 2.0131
C -2.1218 0.0857 -1.6172
H -0.4452 -4.0380 0.6544
H -0.7874 -1.0972 2.0779
H 0.2866 -0.2630 -4.0270
H 1.6961 -3.2192 0.4955
H 3.2169 1.8377 2.2587
H -2.5045 2.2738 -1.7818
H 1.1879 1.1929 3.7872
H 1.9271 2.4379 1.1768
H 2.1677 3.1731 2.7929
H 0.5896 -3.8805 -1.4193
H -1.2460 -1.8746 -2.4565
H -0.3045 -0.4483 3.6593
H -2.9255 -0.3019 -0.9812
H -0.6216 2.2718 -3.7004
```

## Properties
Multiplicity: 3
ΔE to the lowest compared entry with this formula, charge and spin, kJ/mol: 0.0
Charge: -1
Total energy, Ha: -928.9999
LUMO level (alpha / beta), eV: 3.5 / 2.5

No. 10
The following is a DFT calculation (ωB97M-V/def2-TZVPD) of an isolated ion of composition C6H15N4 and charge +1.

Geometry as XYZ:
```
25
Properties=species:S:1:pos:R:3
N 2.4177 -0.5924 -0.2933
N 0.1233 1.0536 -1.4067
N 2.0588 1.4141 0.8109
N 1.7849 -1.6205 -1.0561
C -1.2166 0.4059 0.4886
C 0.1594 0.0544 -0.3413
C 1.6037 0.2445 0.2652
C 0.4024 -1.4299 -0.8148
C -1.6625 -0.4167 1.7167
C -2.3067 0.3581 -0.5288
H 2.1391 -2.6308 -0.8281
H -0.1337 -1.8900 -1.7173
H -1.9035 0.5056 -1.5783
H 3.3833 -0.6939 -0.1835
H -2.1811 0.4309 2.2214
H -0.9566 1.4652 0.8846
H -0.1085 -2.0187 0.1017
H -2.0783 -1.3221 1.3392
H -3.1779 1.0408 -0.3928
H -2.8518 -0.6180 -0.5127
H 3.0450 1.7437 0.9788
H -0.1493 1.9358 -0.8870
H 0.9822 1.1305 -1.9334
H 1.5114 2.0764 1.3227
H -0.8846 -0.6266 2.3447
```

## Properties
ΔE to the lowest compared entry with this formula, charge and spin, kJ/mol: 235.4
Charge: +1
Total energy, Ha: -456.3064
LUMO level, eV: -3.3
Structure (SMILES): CC(C)[C@]1(N)CNNC1=[NH2+]

No. 11
The following is a DFT calculation (ωB97M-V/def2-TZVPD) of a 3-piece molecular cluster, C3H14NO3S overall.

Geometry as XYZ:
```
22
Properties=species:S:1:pos:R:3
S 1.5849 -2.5469 0.6923
O -0.7965 1.8411 0.2096
O 1.8347 2.0989 0.7641
O -1.5839 -0.5079 -2.9359
N 0.3976 0.0244 -0.8412
C -1.1130 0.6304 0.9248
C 0.1127 -0.2536 0.6819
C -0.0337 -1.7032 1.0135
H -0.8511 -2.1527 0.3647
H -2.0707 0.2630 0.4797
H -1.4209 0.9107 1.9454
H 0.3638 1.0658 -0.9398
H 2.2015 2.6271 1.5218
H -1.8168 -1.1632 -3.6391
H -2.1401 0.2730 -3.1161
H 1.3719 -3.7587 1.2324
H -0.4422 -0.3097 -1.3702
H 2.5979 2.1419 0.1952
H 1.2726 -0.3907 -1.1893
H -0.3309 2.4767 0.8025
H 1.1214 0.1842 1.1331
H -0.2591 -1.7506 2.0706
```

## Properties
Multiplicity: 2
ΔE to the lowest compared entry with this formula, charge and spin, kJ/mol: 329.3
Total energy, Ha: -801.1845
LUMO level (alpha / beta), eV: -0.3 / 0.2

No. 12
The following is a DFT calculation (ωB97M-V/def2-TZVPD) of a 2-piece molecular cluster, C5H8O2 overall.

Geometry as XYZ:
```
15
Properties=species:S:1:pos:R:3
O 1.2997 -0.9286 1.9150
O -1.5915 -0.4632 -1.6365
C -1.0563 0.8412 0.3008
C -0.4187 -0.8293 -0.9027
C 1.3929 1.0392 -0.6662
C -1.6657 -0.4651 -0.2186
C 0.2066 0.4762 -0.4846
H 0.0267 -1.7989 -1.1024
H -2.4233 -1.0918 0.2373
H 1.6169 2.0255 -0.2678
H 1.5817 -0.2268 1.3145
H 2.1812 0.5326 -1.2171
H -1.5736 1.7702 0.0504
H 1.2603 -1.7131 1.3557
H -0.8603 0.7777 1.3762
```

## Properties
ΔE to the lowest compared entry with this formula, charge and spin, kJ/mol: 296.7
Total energy, Ha: -345.6919
LUMO level, eV: 0.8
Structure (SMILES): C=C1C[C@H]2O[C@@H]12.O

> Look up the ΔE to the lowest compared entry with this formula, charge and spin of the twelfth one.

296.7 kJ/mol